Here is a 3-piece molecular cluster, C20H41ClFO11P2 overall at a distorted geometry from OMol25. Energies are from wB97M-V/def2-TZVPD.

Summary:
Largest force on an atom   7.826 eV/A
E_LUMO   0.052 Eh
Net charge   -1
Frontier orbital gap   3.733 eV
Energy   -2857.08425 a.u.

Positions of all 76 atoms, in Å:
C1 2.4741 -0.4410 2.2360
C2 2.7024 -0.2374 0.6862
C3 1.9244 1.0282 0.2685
O1 2.4393 1.8981 -0.3486
O2 0.6224 1.0331 0.6159
C4 0.1817 2.2868 1.1907
C5 -0.7763 2.1564 2.4141
C6 -1.7890 0.9816 2.4451
Cl1 -0.8582 -0.6027 2.8611
C7 -2.4146 0.7005 1.0422
C8 -3.9756 0.7767 1.0558
O3 -4.5608 0.1814 0.2418
F1 -4.6398 1.5415 1.9466
H1 1.9621 0.4268 2.6895
H2 3.4387 -0.5455 2.7601
H3 1.7933 -1.2876 2.4067
H4 2.1870 -1.0813 0.1901
H5 3.7655 -0.1679 0.4315
H6 -0.3289 2.8614 0.3938
H7 1.0834 2.8591 1.4907
H8 -0.1719 2.0920 3.3380
H9 -1.3794 3.0840 2.5004
H10 -2.2144 -0.3473 0.7689
H11 -2.1128 1.4113 0.2461
O4 1.3034 -8.3876 1.6708
P1 1.2110 -6.9255 2.0052
O5 1.3523 -6.2385 0.5158
C9 0.3890 -6.5397 -0.4825
C10 -0.9287 -5.8338 -0.2182
O6 2.7344 -6.6712 2.5627
C11 3.5687 -7.7473 2.9692
C12 4.4913 -8.1628 1.8405
O7 0.8067 -5.4525 2.7010
C13 -0.4357 -5.3423 3.4096
C14 -0.6957 -6.5191 4.3293
H12 0.2405 -7.6207 -0.5610
H13 0.8015 -6.1964 -1.4328
H14 -1.4236 -6.2599 0.6613
H15 -1.6050 -5.9397 -1.0679
H16 -0.7681 -4.7726 -0.0229
H17 2.9786 -8.5892 3.3340
H18 4.1668 -7.3908 3.8116
H19 3.9283 -8.4358 0.9469
H20 5.1107 -9.0122 2.1364
H21 5.1432 -7.3334 1.5598
H22 -1.2543 -5.2206 2.6961
H23 -0.3836 -4.4263 3.9990
H24 -0.8764 -7.4355 3.7529
H25 -1.5761 -6.3354 4.9460
H26 0.1627 -6.7024 4.9784
O8 -1.6724 4.7258 -2.3041
P2 -1.2390 5.8834 -3.1531
O9 0.0327 6.4679 -2.2896
C15 1.1546 5.6241 -2.0540
C16 2.0001 5.4611 -3.3035
O10 -2.3814 6.9821 -2.7308
C17 -3.5966 6.5858 -2.1015
C18 -3.4885 6.7259 -0.5966
O11 -0.8833 6.8962 -4.4552
C19 -0.6427 6.3090 -5.7367
C20 -1.6440 5.2260 -6.0907
H27 0.8334 4.6504 -1.6760
H28 1.7495 6.0980 -1.2721
H29 1.4665 4.8682 -4.0545
H30 2.9361 4.9496 -3.0752
H31 2.2245 6.4324 -3.7495
H32 -3.8782 5.5723 -2.3890
H33 -4.3820 7.2500 -2.4712
H34 -2.6516 6.1483 -0.2021
H35 -4.4048 6.3905 -0.1078
H36 -3.3064 7.7681 -0.3256
H37 0.3781 5.9174 -5.7742
H38 -0.7068 7.1157 -6.4693
H39 -1.5173 4.3487 -5.4458
H40 -1.5086 4.9014 -7.1232
H41 -2.6664 5.5851 -5.9610


Here is C23H45N2O11V as an isolated structure at a distorted geometry from OMol25. Energies are from wB97M-V/def2-TZVPD.

Summary:
Largest force on an atom   13.080 eV/A
E_LUMO   0.235 Eh
Net charge   -4
Frontier orbital gap   1.034 eV
Energy   -2783.35931 a.u.

Positions of all 82 atoms, in Å:
O1 -24.7546 14.9770 -0.1379
V1 -23.3392 14.1994 -0.3154
O2 -22.3002 15.1488 -0.9926
C1 -20.5342 9.8805 -4.8423
C2 -19.2067 10.2978 -4.0937
C3 -18.9543 11.8021 -4.1607
O3 -19.0291 9.8067 -2.7543
H1 -21.3763 10.3043 -4.2952
H2 -20.6076 8.7958 -4.7643
H3 -20.4737 10.2720 -5.8578
H4 -18.3596 9.8321 -4.5974
H5 -19.6868 12.3612 -3.5785
H6 -18.9371 12.1814 -5.1824
H7 -18.0091 12.1350 -3.7317
C4 -20.2316 12.5706 2.3917
O4 -19.8397 12.1147 1.3135
O5 -21.2863 13.1410 2.2993
O6 -20.6230 11.4859 2.8355
C5 -24.0551 10.1617 0.1808
O7 -23.3918 9.5801 1.0068
O8 -24.6307 11.1648 0.6481
O9 -23.1368 10.6083 -0.4570
C6 -27.5836 12.6408 -4.7557
C7 -26.7159 12.7384 -5.9867
C8 -27.5052 13.2175 -7.2824
C9 -26.6688 13.9145 -8.3626
C10 -25.7679 14.9870 -7.7084
C11 -24.8581 14.4486 -6.6000
N1 -25.5197 13.6218 -5.6378
O10 -24.6724 13.1584 -4.5837
C12 -23.5839 13.7317 -7.2634
C13 -24.3953 15.7253 -5.8234
C14 -26.1536 11.3130 -6.2931
H8 -28.3697 11.8961 -4.8806
H9 -28.0352 13.6053 -4.5238
H10 -27.1088 12.3907 -3.8070
H11 -27.9044 12.3824 -7.8580
H12 -28.2931 13.9271 -7.0298
H13 -27.2791 14.3910 -9.1298
H14 -26.0467 13.1737 -8.8647
H15 -26.3251 15.8443 -7.3306
H16 -25.0050 15.4438 -8.3388
H17 -23.8484 12.7223 -7.5784
H18 -23.0510 14.2996 -8.0260
H19 -22.7659 13.6318 -6.5499
H20 -23.5121 15.5217 -5.2178
H21 -24.0981 16.6036 -6.3964
H22 -25.2529 16.0826 -5.2534
H23 -25.1674 11.2257 -6.7491
H24 -26.7218 10.8124 -7.0770
H25 -26.2953 10.6802 -5.4170
H26 -24.0999 12.5635 -5.0736
C15 -23.0169 21.5819 -1.7165
C16 -23.3848 21.8950 -0.2492
C17 -24.2648 23.3045 -0.1495
C18 -25.7649 22.9103 -0.4213
C19 -26.2340 21.8265 0.5410
C20 -25.3967 20.5373 0.5065
N2 -23.9390 20.8093 0.5823
O11 -23.0398 19.7592 0.6005
C21 -25.6668 19.4254 1.6746
C22 -25.7923 19.6877 -0.7577
C23 -22.1253 22.3678 0.5200
H27 -22.1000 21.0124 -1.8689
H28 -23.8356 21.1199 -2.2681
H29 -22.8916 22.5454 -2.2104
H30 -24.2069 23.9342 0.7383
H31 -24.0058 24.0272 -0.9232
H32 -26.3908 23.8007 -0.3610
H33 -25.8961 22.5345 -1.4360
H34 -27.2952 21.5939 0.4519
H35 -26.1273 22.2387 1.5444
H36 -25.0618 18.5420 1.4705
H37 -26.7143 19.1260 1.7112
H38 -25.2522 19.7759 2.6198
H39 -25.1281 18.8496 -0.9688
H40 -25.8474 20.2778 -1.6725
H41 -26.7928 19.2567 -0.7222
H42 -21.9115 23.3674 0.1417
H43 -22.2576 22.6058 1.5754
H44 -21.3518 21.6078 0.4093
H45 -22.7183 19.6291 1.4957